Here is a molecular structure, C30H54BBr4CaCl5F7N3O15PS4 in a non-equilibrium geometry from the Open Molecules 2025 dataset. Energies are from ωB97M-V/def2-TZVPD.

```
125
Properties=species:S:1:pos:R:3:forces:R:3:lowdin_charge:R:1
H 0.500 4.137 -1.632 -0.009 -0.790 -0.488 0.140
H 2.890 -4.543 5.236 -0.027 -0.008 -0.057 0.140
S 2.122 -6.419 7.327 -0.084 0.439 -0.577 0.613
H -2.943 -3.032 3.090 0.298 0.443 0.488 0.089
H -2.616 -1.564 -1.502 0.367 0.111 -0.679 0.123
F -5.452 -1.529 5.647 -0.458 0.213 -0.636 0.074
C -2.523 0.516 1.152 1.171 -0.414 1.134 -0.085
O 0.871 -3.980 2.288 -0.246 -0.678 -1.000 -0.364
H 4.337 10.357 2.718 0.028 -0.106 -0.032 0.075
H -3.953 -0.795 2.113 0.766 0.103 0.160 0.114
H 3.928 4.661 0.773 0.021 -0.367 -0.372 0.087
O 4.032 9.756 2.032 -0.029 0.176 0.025 -0.135
H -1.965 4.387 -1.128 -0.509 0.543 0.363 -0.003
H 0.152 -1.997 -1.563 -0.612 -0.073 -0.288 0.103
H 2.754 5.819 -3.396 -0.133 -0.795 0.155 0.068
H 0.150 2.547 0.359 -0.324 -0.153 -0.607 0.133
H -1.177 -2.500 0.288 -0.509 -0.629 -0.406 0.106
Cl 0.489 5.558 -4.534 -0.155 -0.698 0.079 0.580
O 1.480 -2.413 0.550 -0.317 -0.874 -0.834 -0.347
Br -7.796 4.535 0.810 0.013 -0.346 -0.263 0.522
H 3.100 11.301 1.017 -0.184 0.024 -0.092 0.072
C -0.558 -0.759 2.741 -1.564 -0.016 -0.306 0.012
H -3.585 1.774 -0.892 1.330 -1.273 -1.597 -0.142
H 3.542 4.243 -3.263 -0.608 0.041 0.464 0.084
H -2.094 1.286 -5.091 0.811 -0.284 0.468 -0.065
Cl 2.825 -4.905 0.460 -0.698 0.083 -0.187 0.342
C -0.755 -2.572 -1.849 -0.381 -0.867 1.116 -0.207
N 0.070 1.359 -3.761 -0.415 -1.157 0.176 -0.288
O 1.426 -5.226 6.505 0.008 -0.772 0.159 -0.176
H 4.124 7.710 0.874 0.023 -0.098 -0.140 0.031
H -0.703 -5.233 0.428 0.557 0.332 -0.282 0.113
C -2.489 -2.260 3.766 -0.235 -0.536 -0.554 -0.024
H 2.642 -10.068 -0.381 -0.108 0.078 -0.001 0.027
C 0.238 -2.221 -5.317 1.583 -0.038 -0.088 -0.607
H 2.504 9.659 0.676 0.095 -0.046 0.046 0.076
H 2.449 -2.127 -4.928 -1.038 0.251 -0.011 0.076
O 3.971 5.815 -0.981 -0.472 -0.529 -0.309 -0.262
C -1.499 -0.249 -2.735 0.340 -1.785 -0.801 -0.289
H -0.447 -3.394 -2.520 -0.255 0.740 -0.118 -0.012
H 2.496 -9.120 -5.605 0.060 0.044 0.020 0.033
C 2.611 4.784 -3.021 -0.722 0.196 -0.081 -0.134
C -1.222 -3.281 -0.512 0.932 1.031 -0.232 -0.183
C 3.139 1.038 -2.796 3.237 -1.055 -1.196 -0.591
H -2.554 -2.176 -3.160 0.753 0.189 0.141 0.086
Cl 0.559 -4.726 -3.987 -0.784 -6.743 3.530 -0.028
B -6.498 -1.043 4.818 0.148 -0.215 0.755 -1.195
O 2.352 2.619 -0.834 -0.711 0.761 -2.244 -0.207
F -6.104 -1.143 3.442 -0.006 0.164 0.007 0.027
C 0.268 3.632 -2.600 0.067 0.633 -0.456 -0.233
F 3.060 -0.245 -3.213 -0.848 1.228 0.311 0.136
H 0.400 -0.124 -5.706 -0.607 -0.288 0.420 0.117
C -7.915 6.081 1.986 0.143 0.610 0.434 -1.603
H 2.458 4.911 -1.927 0.715 -0.233 -0.754 0.049
O 0.485 0.069 5.916 0.203 -0.093 -0.073 -0.093
H -2.362 0.164 -3.310 0.395 0.357 0.578 0.116
Br -1.313 -3.559 -5.348 -0.935 2.500 -1.312 0.530
H 0.550 -2.227 -6.387 -0.499 0.039 0.737 0.081
S 1.129 -3.772 0.880 0.371 1.320 1.713 0.369
Br -9.683 6.836 1.966 0.284 -0.239 -0.131 0.627
C -0.211 0.311 1.850 0.028 -0.308 0.009 0.009
O 1.615 0.422 -0.744 -0.826 -0.542 -2.265 -0.218
H -1.752 -2.791 4.395 -0.295 0.646 -0.218 0.089
Cl 1.662 -8.524 1.101 0.001 -0.049 0.102 0.498
H 3.097 -6.671 4.076 0.112 -0.076 0.187 0.129
S -1.069 2.161 -4.887 -0.390 1.132 -0.560 0.965
C 2.865 10.327 1.457 0.231 0.077 0.265 -0.162
H 2.742 -8.991 -4.111 0.106 0.017 -0.025 -0.049
C -0.838 2.142 0.072 0.003 -0.336 1.709 -0.082
H 0.858 0.598 1.820 -0.830 -0.083 -0.082 0.133
O 1.104 -7.257 7.854 0.152 0.114 0.195 -0.226
F 4.275 1.112 -2.073 -1.526 0.258 -0.306 0.168
C 3.661 5.636 0.313 1.390 1.091 0.760 -0.529
O -0.318 1.853 4.992 0.062 0.221 -0.214 -0.112
H 2.089 10.444 2.218 -0.142 0.052 -0.130 0.073
C -2.882 -0.516 2.036 0.063 0.463 -0.286 -0.024
H -1.318 -0.712 -5.387 0.841 0.135 -0.084 0.081
H -0.708 4.070 -2.916 0.491 -0.758 0.173 0.049
O 3.154 -5.873 8.138 -0.099 -0.333 0.126 -0.225
C -1.024 1.748 -1.453 0.424 -2.109 0.185 -0.436
H 1.288 -4.730 4.486 -0.125 0.013 0.232 0.107
O 3.182 -9.224 -4.937 -0.135 -0.071 -0.010 -0.079
H 0.184 -1.287 3.367 -0.299 0.734 -0.466 0.128
C 1.314 4.155 -3.646 0.283 0.875 -0.164 -0.639
C -0.200 -0.155 -3.602 -0.955 -1.183 -0.082 -0.204
N -0.494 0.776 5.607 -0.053 -0.112 -0.100 -0.660
C 0.166 2.070 -2.428 0.200 2.515 -0.018 -0.351
F 3.327 1.820 -3.892 -0.946 -0.426 0.668 0.121
C -1.917 -1.184 2.855 0.264 0.951 -0.492 -0.220
C -0.253 -0.754 -5.049 -0.411 -0.453 0.157 -0.199
H 3.721 -8.701 -0.026 -0.101 0.099 -0.006 0.027
C 2.336 -6.600 4.851 -0.449 -0.040 -0.329 -0.173
C -0.220 -4.426 -0.154 -0.244 0.031 -0.646 -0.229
H -3.236 2.322 -3.075 -0.095 -0.611 0.419 0.003
H 1.527 -2.554 -3.442 -0.087 -0.078 -0.608 0.030
H -1.576 2.915 0.400 0.691 -0.225 -0.640 0.104
C 1.542 -2.686 -4.537 1.320 1.769 -1.785 -0.361
H 0.950 1.403 -4.299 -0.045 0.283 0.386 0.115
S 1.794 1.552 -1.628 1.014 -0.551 5.717 0.820
H 2.588 5.741 0.606 -0.405 0.080 -0.341 0.089
H -3.348 -1.868 4.361 0.818 -0.144 -0.191 0.090
O -1.230 0.337 -1.466 -0.498 0.917 -0.512 -0.108
N -2.890 4.050 -1.401 -0.611 -1.460 0.261 -0.300
O 2.813 -7.167 6.076 0.049 0.343 0.323 -0.197
C -1.928 -1.709 -2.377 0.130 0.577 0.779 -0.111
H -7.725 5.726 2.993 -0.004 -0.117 -0.140 -0.013
C 2.699 -8.992 -0.249 0.140 -0.103 -0.089 -1.013
Ca -4.985 2.698 -0.028 -0.596 1.539 1.596 1.362
H 5.493 6.604 1.047 -0.062 -0.104 -0.189 0.063
C 4.411 6.698 1.153 -0.464 -0.242 0.638 -0.120
O -1.645 0.403 5.886 -0.197 -0.043 -0.045 -0.069
P -2.706 2.505 -1.778 0.908 2.060 -1.004 0.783
C -1.152 0.968 1.027 -1.111 -0.909 0.558 -0.202
Br -6.560 7.388 1.575 -0.159 -0.238 -0.023 0.602
H 0.606 -0.627 -3.000 -0.172 0.687 -0.408 0.129
C 1.993 -5.165 5.190 0.431 0.320 -0.242 -0.160
H 4.171 6.570 2.216 0.045 0.095 0.075 0.062
H 1.505 3.425 -4.460 -0.014 0.402 0.441 0.065
H 1.448 -7.157 4.540 0.015 0.032 -0.028 0.130
H 0.245 -4.782 -1.103 -0.204 -0.136 0.723 0.065
Cl 2.195 -8.199 -1.747 -0.012 0.090 0.034 0.546
H -2.266 -3.637 -0.652 0.803 -0.132 0.374 0.128
H 1.729 -3.839 -4.741 0.543 3.108 -0.201 -0.095
F -7.665 -1.811 5.032 0.291 0.240 -0.264 0.067
H -3.371 0.971 0.583 0.440 -0.231 0.178 -0.013
F -6.760 0.314 5.134 0.035 -0.216 -0.355 0.056
```
Forces are in eV/Å.

Computed properties:
- HOMO (eV) = -4.498
- net charge = -1
- frontier orbital gap (eV) = 1.524
- lowest unoccupied orbital energy (Eh) = -0.109
- electronic energy (eV) = -500702.6744
- ΔE to the lowest compared entry with this formula, charge and spin (kcal/mol) = 0.0

Here is a molecular structure, C30H54BCl4CsFO7Si in a non-equilibrium geometry from the Open Molecules 2025 dataset. Energies are from ωB97M-V/def2-TZVPD.

```
99
Properties=species:S:1:pos:R:3:forces:R:3:lowdin_charge:R:1
C -1.768 -1.771 0.177 -0.470 -0.183 -0.410 -0.237
H 8.963 1.119 1.866 -0.053 0.004 0.049 0.064
H 7.627 1.971 1.090 -0.029 -0.066 0.046 0.067
Cl -2.463 6.718 -2.697 -0.596 -0.350 -0.069 0.499
H 1.989 -4.641 0.148 0.076 0.010 0.107 0.113
C 2.508 0.856 1.565 0.093 -0.134 -0.032 -0.145
C -0.021 0.791 -1.854 -0.004 0.238 -0.068 -0.086
H -6.343 -1.700 2.687 -0.047 0.012 0.029 0.140
H 10.140 1.203 -0.422 -0.023 0.031 -0.185 0.082
H 1.106 -3.334 -2.056 -0.197 0.014 -0.030 0.116
O -4.643 -0.799 4.667 -0.024 0.105 -0.001 0.088
C -6.442 -1.540 -1.253 0.075 -0.266 -0.094 -0.322
H -6.867 -0.639 -0.808 0.002 -0.033 0.085 0.107
O -2.695 -1.529 3.800 0.104 -0.015 -0.008 0.176
C 0.798 2.483 -3.359 -0.178 -0.039 0.103 -0.061
H -6.225 -0.088 1.950 0.119 0.008 -0.061 0.134
C -1.611 -2.903 -0.850 -0.305 -0.192 0.447 -0.221
H -2.201 -2.231 1.066 0.404 0.172 0.275 0.102
H -5.546 0.935 4.039 0.017 -0.001 -0.013 0.156
C 5.031 -0.767 -0.287 0.428 0.635 0.252 -0.290
H 4.397 -0.391 -1.103 -0.175 -0.163 0.032 0.147
H -2.510 -3.527 -0.774 -0.046 0.064 -0.141 0.107
Cl -3.905 8.719 -1.170 -0.081 -0.035 -0.006 0.462
C -7.141 -1.862 -2.559 -0.044 -0.006 0.036 -0.087
H 3.521 -4.338 -1.680 0.058 0.061 -0.102 0.110
C 4.267 -0.618 1.020 -0.088 -0.321 0.056 -0.152
H -7.242 -1.415 5.014 -0.015 -0.005 -0.051 0.093
H 0.066 -0.207 -1.445 -0.011 -0.066 -0.036 0.073
H -0.781 -1.368 0.419 -0.015 0.004 0.152 0.092
C -7.016 -0.351 4.937 0.081 -0.147 0.141 -0.020
H -6.224 -3.385 -0.674 0.020 -0.033 0.053 0.081
Cl -4.368 8.449 -4.010 0.079 0.151 -0.011 0.476
H -0.503 -4.728 -1.084 0.026 -0.048 0.099 0.110
C -5.816 -0.745 2.713 -0.012 -0.011 -0.113 -0.086
H 2.235 -2.951 0.664 -0.101 -0.339 0.260 0.092
H 1.505 2.811 -4.111 -0.013 -0.025 0.005 0.109
C -3.808 -1.147 3.660 -0.011 -0.004 0.018 -0.566
H -7.870 0.162 4.493 0.000 0.008 -0.017 0.092
C 0.920 -3.137 -0.995 0.401 -0.226 0.034 -0.217
O -4.423 -0.987 2.461 -0.150 0.046 0.101 0.031
C 0.874 1.194 -2.840 -0.140 0.102 0.090 -0.060
H 3.383 -1.271 1.031 -0.011 0.047 -0.084 0.094
H 2.301 0.367 2.529 -0.035 0.051 0.041 0.088
Cl -1.806 9.431 -2.992 -0.039 0.669 -0.320 0.580
H 9.492 -0.928 0.342 0.047 -0.148 -0.158 0.085
H -8.205 -2.029 -2.387 -0.012 0.031 -0.003 0.075
C -0.394 -3.776 -0.557 0.048 0.021 -0.353 -0.216
H -3.886 2.457 -1.271 -0.294 -0.059 -0.007 0.042
H 1.626 0.501 -3.194 0.046 0.047 0.027 0.108
H -1.335 2.528 1.841 0.452 -2.373 0.120 -0.243
H 4.394 -3.261 0.928 0.181 0.000 0.072 0.106
C -1.504 1.460 1.686 -0.180 -0.156 0.170 -0.226
H -1.841 3.644 -1.592 -0.063 0.026 -0.115 0.062
H -3.716 -0.774 0.207 0.005 -0.101 -0.035 0.046
H -0.574 0.947 1.931 -0.021 -0.119 -0.057 0.041
H -2.266 1.167 2.417 0.107 -0.108 0.076 0.037
C 8.741 -0.436 -0.289 -0.425 0.249 0.213 -0.149
H -6.865 0.032 5.945 -0.009 0.060 -0.019 0.088
Si -2.192 1.095 -0.042 -0.468 0.343 -0.354 0.574
H -1.597 -2.518 -1.874 0.224 0.056 0.001 0.110
H -0.351 -4.018 0.510 -0.092 0.101 0.022 0.115
H -0.258 4.363 -3.310 0.088 0.030 0.061 0.106
C -1.016 1.655 -1.376 0.308 0.090 -0.079 -0.252
C -3.768 2.170 -0.228 0.848 -0.464 0.209 -0.171
H 5.586 -2.249 -1.678 -0.033 -0.110 0.002 0.146
H 2.284 1.922 1.643 -0.016 0.008 0.033 0.082
H 8.581 1.570 -1.134 -0.147 -0.002 0.054 0.095
H -4.598 1.569 0.143 -0.227 0.192 -0.117 0.021
C 3.442 -3.487 -0.999 -0.140 0.060 0.325 -0.198
C -5.786 -0.132 4.098 -0.110 -0.057 0.003 -0.326
H 0.885 -2.049 -0.891 -0.086 0.032 -0.051 0.083
H 3.365 -2.590 -1.622 -0.010 -0.007 -0.050 0.103
C -1.081 2.943 -1.930 0.191 -0.216 0.100 -0.118
H -3.692 3.074 0.365 -0.431 0.159 0.003 -0.071
H 5.318 -4.252 -0.197 -0.016 -0.010 0.101 0.113
H 7.276 -0.779 1.560 -0.030 0.043 -0.081 0.101
C -2.750 -0.669 -0.288 0.460 -0.053 0.019 -0.242
H 8.814 -0.837 -1.307 0.158 -0.033 -0.007 0.087
C 5.569 -2.185 -0.568 -0.022 -0.120 -0.905 -0.351
F -0.140 7.613 -1.715 0.104 -0.261 0.458 -0.870
C -0.184 3.360 -2.909 -0.012 -0.092 0.055 -0.058
H 1.835 0.412 0.814 -0.032 0.017 -0.017 0.071
O 3.847 0.733 1.194 -0.076 0.108 -0.056 -0.154
O 6.876 -2.234 -0.110 -0.253 0.167 0.453 -0.024
Cs -1.765 4.532 1.520 0.035 2.948 -0.686 1.172
B 7.279 -0.826 0.305 0.128 -0.199 0.197 -0.708
C 8.694 1.762 1.026 0.137 0.011 -0.115 -0.134
H -2.920 -0.781 -1.365 -0.079 0.130 -0.008 0.081
O -6.609 -2.588 -0.297 -0.068 0.208 0.072 -0.087
C 2.143 -3.616 -0.199 -0.051 0.417 -0.329 -0.213
O 6.187 0.025 -0.263 0.012 -0.140 -0.106 -0.015
H -6.729 -2.772 -3.000 0.043 0.030 -0.034 0.075
H 4.910 -0.924 1.851 0.035 0.135 0.016 0.134
H 9.255 2.696 1.136 -0.124 0.086 -0.016 0.053
C 4.698 -3.357 -0.118 0.064 -0.168 -0.156 -0.136
C -3.122 8.353 -2.738 0.312 -0.574 0.292 -2.051
H -7.025 -1.051 -3.280 0.022 -0.002 -0.003 0.076
C 9.057 1.066 -0.289 0.431 -0.077 0.168 -0.299
H -5.374 -1.370 -1.414 -0.025 0.121 -0.060 0.092
```
Forces are in eV/Å.

Computed properties:
- HOMO (eV) = -3.921
- net charge = -1
- frontier orbital gap (eV) = 4.115
- lowest unoccupied orbital energy (Eh) = 0.007
- electronic energy (eV) = -108227.9718

Question: Among the records above, which one has the highest frontier orbital gap?
Answer: C30H54BCl4CsFO7Si

Question: Among the records above, which one has the highest lowest unoccupied orbital energy?
Answer: C30H54BCl4CsFO7Si

Question: Which of these has the highest frontier orbital gap?
Answer: C30H54BCl4CsFO7Si